Density functional theory data (wB97M-V/def2-TZVPD) for a cluster of 16 separate species, C39H83IN18O36 in total.

Structure (XYZ):
```
177
Properties=species:S:1:pos:R:3:forces:R:3
O 8.784 14.083 0.353 0.4681 -0.0696 0.4274
C -7.458 -0.115 1.349 1.1337 1.9378 0.0633
O -8.096 -2.785 -3.934 0.4963 -0.0474 0.3589
C -5.476 2.987 0.983 -0.6190 -0.0879 1.0853
H -12.346 -11.328 0.600 -0.1162 0.1183 0.1430
O 7.036 -8.715 5.834 0.3103 -0.1849 -0.4931
H 11.760 14.289 0.004 -0.0486 0.1120 0.1380
H -6.394 -1.681 -5.216 -0.0351 -0.0704 0.1803
H -9.018 -2.380 -2.030 -0.6955 -0.0151 1.9152
H -12.794 -9.635 0.219 -0.1837 -0.0300 0.0322
H -5.693 2.569 -0.059 0.5612 0.4712 1.3788
H 7.741 2.668 -1.874 0.0855 0.1570 -0.1128
O -14.166 -9.428 2.413 0.1504 -1.0665 -0.3741
N -9.481 -2.491 -7.568 0.0928 -0.1050 -0.1817
O 14.858 6.703 -3.442 -0.2935 -0.2272 0.4158
N 3.730 -4.805 4.330 0.1798 -0.0145 -0.1164
H 10.051 11.742 1.237 -0.0690 -0.3290 0.0778
C 1.537 3.401 -3.187 0.2418 0.0328 0.9210
H 5.824 -1.197 -2.994 0.1182 -0.1166 -0.0432
H 5.198 0.588 -0.967 -1.1881 -0.1821 1.0030
I 4.452 4.397 -1.913 -1.0393 -0.2418 -0.2455
H 3.595 3.044 4.557 -0.3969 -0.7074 -0.2477
H 4.940 0.547 0.863 -0.9701 -0.0340 -1.3907
N -12.740 -6.496 4.535 -0.1698 0.0585 0.4625
C 10.909 14.965 0.088 0.0910 0.1603 -0.3097
C -3.919 2.948 1.400 -0.3018 0.0190 -0.3693
H 8.632 11.251 2.210 0.1411 -0.0535 0.0706
N 9.063 3.938 -2.909 0.0186 -0.3401 -0.2088
C -10.864 -5.451 1.174 0.2806 0.1622 0.0318
O 3.556 3.736 -4.682 -2.1911 0.2675 5.0521
C 9.676 11.045 1.981 0.0642 0.2257 -0.0882
C 2.470 1.153 -1.837 0.8285 -0.7764 -0.6152
H 3.218 -0.082 2.355 -1.1545 1.1157 -0.1558
H 2.385 -4.834 1.813 0.8351 0.6782 -1.6707
N 7.445 -2.522 -2.747 0.1830 -0.1793 0.1727
N 14.096 6.121 -2.687 0.2105 0.0948 0.2088
C -13.049 -0.565 -1.781 0.0587 0.3566 -0.0750
O 6.235 7.706 -0.333 0.5342 -0.5914 0.1279
H -12.423 -0.527 -0.890 -0.1566 -0.0462 -0.0290
H -11.294 -2.060 -6.617 0.1713 0.0281 0.0764
C 3.521 -2.907 1.429 -1.8527 -0.6023 1.1380
H 7.212 -0.943 -4.099 -0.0275 -0.1798 -0.0468
H -5.893 4.066 1.018 0.8428 -1.6290 -0.3326
O -9.218 -3.426 -8.306 0.0299 0.5507 0.2309
C 12.938 5.425 -3.307 -0.2809 -0.1954 0.0620
H -12.683 0.127 -2.538 -0.0154 -0.1942 0.0682
N -7.006 -2.587 -3.416 -0.0173 -0.0720 0.0739
H 12.349 6.174 -3.834 0.1270 -0.1191 -0.0350
N 7.247 7.021 -0.365 -0.1121 0.0196 0.2116
H 5.399 -1.793 0.149 -1.4347 0.4721 -0.1145
N 1.963 3.273 2.500 0.7827 -0.9865 -0.2342
N -12.976 -1.948 -2.321 0.0594 -0.2287 -0.2224
O -9.016 -1.365 -7.649 -0.0950 -0.5203 -0.0502
H 4.977 1.928 2.494 -0.4788 0.6646 -0.5840
H -10.467 -2.505 -0.893 1.5907 0.0469 0.2713
N 4.254 2.617 2.219 -0.2221 -0.7582 0.4573
C -1.582 3.783 0.351 -0.8898 -0.3637 0.4837
C -5.974 -1.902 -4.236 0.0594 0.1783 -0.3379
N -11.147 -5.910 -0.211 0.1468 0.0911 -0.2755
O 7.198 -2.537 -1.551 0.2565 -0.0569 -0.4938
C 8.300 7.428 -1.330 0.3007 0.0058 -0.0714
O -12.546 -2.083 -3.455 -0.2248 -0.1174 0.5363
H -9.903 -4.940 1.184 -0.1397 -0.0901 -0.1276
C 0.582 1.484 0.305 -0.9607 -1.2563 1.4124
H -9.943 -2.539 -5.530 -0.0911 0.0977 -0.1179
H -14.470 -7.686 4.697 0.1942 0.0625 -0.0722
N -13.327 -10.275 2.137 0.1580 -0.3334 0.1047
H -10.782 -3.774 -6.520 0.1218 0.1540 -0.0727
H -5.123 -2.576 -4.324 -0.0610 0.1025 0.1450
C -7.690 1.493 1.399 0.6284 -0.7674 0.6418
H 12.350 4.954 -2.522 0.1435 0.1349 -0.0758
C -13.113 -10.562 0.695 0.1945 -0.1402 -0.2650
H 6.739 -10.085 -0.646 0.0436 0.0259 0.1789
H 8.359 -9.365 -0.911 -0.1427 0.0902 0.1348
H 2.937 -2.613 2.387 0.9751 -0.2610 -1.4718
C 2.039 1.001 0.714 2.4239 -0.4059 -2.1286
H 3.292 -4.857 6.374 -0.0785 0.1176 -0.1247
H -3.707 3.876 2.032 -0.1719 -1.3181 -0.7177
H 2.448 -6.096 5.392 0.1148 0.1500 -0.0812
H 3.682 -4.896 0.416 -1.5198 0.5728 0.6228
O -12.198 -6.507 -0.389 0.4791 0.1373 -0.0202
C -10.454 -2.738 -6.471 -0.2226 -0.2086 0.2072
O -10.316 -5.660 -1.068 -0.5215 -0.2424 0.2416
H -7.004 -0.466 2.351 -1.3135 0.2797 -1.4752
H 1.928 -4.383 5.302 0.1660 0.0345 0.0708
O -12.656 -10.899 2.940 -0.4606 0.4945 -0.2189
C 2.437 0.739 2.249 -1.3624 1.6139 -0.7013
H 4.203 2.712 1.195 0.0943 -0.3496 0.6033
H 4.611 -2.996 1.745 -1.3329 0.1384 -0.7916
H 7.047 -7.126 3.284 -0.0728 -0.1924 -0.0718
H -7.825 1.844 0.324 -0.1341 -0.3437 1.5726
O 7.468 6.035 0.326 -0.4401 0.5247 -0.3441
H -6.650 -0.338 0.556 -1.3589 0.2395 1.0604
H -1.926 4.860 0.559 0.5816 -1.4423 -0.4913
H -1.114 3.418 1.342 -0.4381 0.5580 -1.7374
H 7.959 -10.097 0.676 -0.1672 0.0338 -0.0398
H -6.687 2.849 2.936 0.5341 -1.0051 -1.4529
N 7.281 -8.701 4.638 -0.0072 0.0518 0.2403
O -12.626 -6.563 5.747 0.1986 0.1745 -0.6530
H -5.785 1.301 2.546 -0.5870 1.3847 -0.8094
H 5.661 -7.379 4.389 0.2141 -0.1130 -0.0017
C -13.891 -7.201 3.913 -0.0018 0.1718 0.1787
H 0.034 4.755 -0.835 -0.7276 -1.6305 -0.1355
O 3.989 -5.739 3.588 0.0398 0.5031 0.2754
O -8.694 -0.019 -1.202 -0.3289 -2.8179 3.5067
H -14.060 -10.911 0.285 0.0575 0.1855 0.0407
H -1.166 3.804 -1.866 0.9860 -0.2808 1.4385
H 8.584 3.893 -0.873 -0.1003 0.1571 -0.1095
H 10.503 15.197 -0.895 -0.0346 -0.0888 0.1898
O 10.194 9.540 0.295 -0.1952 -0.1118 0.4035
O 8.343 -3.135 -3.298 -0.4278 0.2669 0.3629
C 7.570 -9.553 -0.185 0.2357 -0.1974 -0.1737
H 7.864 7.392 -2.328 -0.0197 0.0721 0.1249
C 4.476 0.278 -0.140 -0.8274 -1.6217 0.0089
C 2.952 2.178 2.821 0.4238 0.5524 0.2439
O -6.688 -2.903 -2.281 -0.2105 0.0793 -0.6798
C 4.405 -1.355 -0.194 0.2020 0.5900 -1.9711
O 9.364 8.763 2.146 0.2038 0.3324 -0.5379
H 1.971 3.997 3.230 0.1632 -0.5490 -0.4265
C 6.412 -7.865 3.770 -0.2666 0.1839 0.4801
O 6.154 -8.290 1.135 0.3032 0.1152 -1.0980
H 9.136 6.737 -1.250 -0.1972 0.1127 0.0468
N 9.751 9.668 1.428 -0.0129 -0.1922 0.0951
H 1.453 0.523 2.795 1.5423 -0.0133 -0.6530
H 7.246 4.389 -1.970 0.3573 -0.0759 0.0643
C -6.378 2.163 2.059 -0.2775 -0.0578 -0.0194
O 3.231 -1.881 0.450 2.2577 -0.0489 0.5089
O -13.353 -2.846 -1.587 0.2430 0.3465 -0.3967
C 2.772 -5.058 5.438 -0.2268 -0.2311 0.1504
C 6.576 -1.682 -3.614 -0.2579 0.2326 0.0052
H 3.934 1.451 4.472 -0.8814 0.4847 0.0052
C 0.486 2.563 -0.874 1.8860 -0.4296 -2.0345
C -9.331 -2.386 -0.927 0.4162 0.9719 0.1703
C -2.918 2.914 0.117 -0.6007 -0.3856 0.5396
H 1.046 4.416 -2.928 0.7507 -1.6967 -0.2163
H -2.682 1.794 -0.044 -0.1238 1.9059 -0.0297
H -5.700 -0.983 -3.719 0.0294 -0.1733 0.0379
H -8.613 1.694 2.064 1.3526 -0.2980 -1.3059
C -0.564 3.764 -0.885 0.0357 0.2121 0.6393
H -14.492 -6.454 3.395 0.1645 -0.0693 -0.0663
H -8.766 -3.219 -0.388 -1.0732 1.1609 -0.6649
H 5.945 -8.522 3.045 0.1861 0.1051 0.2741
H 11.178 15.877 0.619 0.0553 -0.1837 0.0313
H -13.490 -7.938 3.219 -0.0645 0.6059 0.3179
H 13.333 4.677 -3.994 -0.0313 0.1865 -0.0236
O 2.881 0.518 -2.841 -1.2962 2.4183 3.1347
O 14.202 6.061 -1.473 0.0890 0.1206 -0.5570
O 9.543 5.059 -2.987 -0.0331 -0.4721 -0.1195
O 8.181 -9.317 4.088 -0.3385 0.1750 0.3355
N 3.160 2.132 4.315 0.6557 -0.1923 -1.3273
C -8.883 -0.936 -0.358 -0.0852 0.9069 -2.4398
H 4.314 -1.617 -1.319 0.1487 0.3436 1.6931
H -14.092 -0.360 -1.542 0.1311 -0.1039 0.0999
C 2.985 0.806 -0.347 -1.6790 1.2429 1.3086
O 7.555 -7.239 -0.148 -0.3924 -0.4057 0.3921
O 4.189 -3.679 4.245 -0.1077 -0.6290 0.0639
O -11.987 -5.898 3.779 -0.2204 -0.2009 0.5525
O 9.321 3.002 -3.645 0.0472 0.6063 0.2489
H 0.994 2.988 -4.116 1.2898 0.5615 1.3183
C 8.080 3.701 -1.820 -0.0850 -0.1826 0.1694
H 2.030 -3.973 0.164 1.3667 -0.6786 1.2112
O 10.165 13.943 2.023 -0.2038 0.1895 -0.4521
C 2.853 -4.282 0.913 0.5151 0.7019 0.2776
N 9.864 14.273 0.886 -0.2940 0.0826 -0.0073
H 8.611 8.439 -1.071 -0.1265 -0.1007 -0.0701
C 3.078 3.777 -3.529 0.5110 -0.9613 -4.7611
H 6.107 -2.340 -4.345 0.1573 0.0865 0.0114
C 1.442 2.396 -1.929 -1.2409 0.1433 1.7157
O -8.704 -0.798 1.043 0.8145 -0.5783 -2.3755
H -10.838 -6.331 1.812 -0.1719 0.1760 -0.0808
H -11.664 -4.774 1.466 0.0136 -0.2472 0.0311
O -0.395 0.967 0.897 2.8381 2.0327 -2.1087
H -3.791 2.004 2.055 0.1328 1.6164 -1.0359
H 10.291 11.073 2.879 -0.1684 -0.0369 -0.0423
H -3.543 3.299 -0.773 1.2330 -0.4878 1.1581
N 7.051 -8.250 0.307 0.1030 0.3000 -0.1722
H 2.330 3.698 1.633 -0.4597 0.0031 0.7059
```
Positions in Å, forces in eV/Å.

Computed properties:
* LUMO energy: -0.0405 hartree
* E: -150372.106 eV
* highest occupied orbital energy: -0.3406 hartree
* largest force on an atom: 5.5 eV/A



Density functional theory data (wB97M-V/def2-TZVPD) for a structure of composition C62H78KN4OP2S.

Structure (XYZ):
```
149
Properties=species:S:1:pos:R:3:forces:R:3
H -4.788 -2.159 -1.741 -0.0351 0.0147 -0.0378
H -0.255 0.561 4.973 -0.0113 -0.0243 0.0037
C -2.963 -2.971 -1.153 -0.0052 -0.0532 -0.0185
C -3.303 -3.811 4.641 0.0022 0.0070 0.0094
C 1.547 1.907 3.133 0.1231 0.0327 0.0464
C -3.894 2.871 -4.354 0.0215 0.0155 0.0695
C -5.624 3.146 -6.040 0.0359 -0.0136 0.0073
H -2.514 -0.174 -1.350 -0.0387 -0.0147 0.0308
C 0.574 -4.584 1.337 0.0037 -0.0267 0.0607
H -0.631 -6.030 -1.560 -0.0144 0.0130 -0.0026
C 0.572 -4.212 -0.147 -0.0509 -0.0394 -0.0344
H 7.363 -1.939 -0.890 0.0055 0.0149 0.0154
C -0.885 -0.317 4.900 -0.0234 0.0013 0.1224
H -4.032 -5.232 3.244 0.0145 0.0202 -0.0035
N -1.790 1.851 -5.006 -0.0406 0.0207 0.0639
H -1.342 -0.833 -4.275 0.0090 -0.0002 0.0005
C 2.081 -0.512 -3.956 -0.0058 -0.0117 -0.0142
C 5.191 0.376 0.239 -0.0283 -0.0296 0.0048
H 1.271 -2.064 2.431 -0.0140 0.0355 -0.0126
H 1.806 3.255 0.618 -0.0068 -0.0106 0.0623
C 9.160 -1.062 0.940 0.0085 0.0000 0.0046
H 4.401 2.953 -0.861 -0.0173 -0.0337 -0.0240
H -5.059 4.093 0.439 0.0190 0.0262 -0.0550
C -1.323 -1.712 1.470 -0.0015 -0.0261 0.3199
H -1.891 5.220 -1.613 0.0020 -0.0010 -0.0041
H -0.074 2.540 1.941 -0.0419 -0.0186 -0.0003
C -5.171 3.301 -4.738 -0.0268 0.0144 0.0395
H -2.753 1.267 1.134 -0.0206 0.0127 -0.0191
H -2.375 5.015 1.012 -0.0165 -0.0227 -0.0134
H -5.794 3.761 -3.978 0.0100 -0.0094 -0.0225
H 0.993 -5.075 -0.671 0.0301 -0.0111 -0.0193
H 5.043 -1.122 -1.278 0.0127 0.0092 0.0195
C -3.362 -4.096 -1.873 -0.0219 0.0569 0.0635
C -2.094 -2.604 2.400 0.0487 0.0495 -0.1350
H -4.951 -2.397 0.696 0.0166 0.0023 -0.0061
N -1.216 -1.834 0.170 -0.0489 -0.2196 0.0841
C -3.050 2.271 -5.325 0.0773 -0.0377 0.0031
C -1.101 -0.957 3.707 0.0693 0.0542 -0.1751
O 2.806 -0.209 -0.713 0.8625 0.1116 0.1461
H 3.548 -1.795 1.543 -0.0035 0.0282 -0.0123
H 2.845 0.214 -4.254 -0.0186 -0.0034 0.0225
S 3.511 0.912 -0.006 -0.1949 -0.1131 0.1088
H 3.753 -0.766 4.824 -0.0036 0.0160 -0.0119
C 0.732 3.014 2.502 -0.0183 -0.0229 0.0111
C -3.594 1.815 0.695 -0.0548 -0.1145 0.0164
N 0.287 0.169 1.957 0.1594 -0.1891 0.6584
C 6.971 -1.119 -0.298 -0.0419 -0.0246 -0.0440
C 5.683 -0.666 -0.531 0.1071 -0.0151 0.0034
H -3.401 4.042 2.071 0.0388 0.0087 -0.0196
C -3.163 3.165 0.129 -0.0087 0.0017 -0.0610
C -1.423 1.969 -3.703 -0.0326 -0.0123 -0.0211
C -4.797 2.554 -6.994 0.0221 0.0053 0.0404
H 1.593 -4.797 1.673 -0.0348 -0.0011 -0.0224
H -2.886 -6.067 -2.579 0.0031 0.0038 0.0078
H -4.143 4.839 -0.887 0.0274 0.0126 0.0154
C 0.127 3.924 3.576 -0.0034 0.0019 0.0104
H -2.699 -2.348 6.988 0.0019 0.0026 -0.0165
H 1.512 -2.796 -1.511 -0.0200 -0.0133 0.0253
C -1.696 -2.973 -0.527 0.0884 0.1837 0.0279
C -1.939 -2.092 3.703 -0.0335 -0.0223 0.0321
H -2.988 -4.197 1.266 -0.0076 -0.0004 0.0188
C 1.278 0.545 2.885 -0.1022 -0.1238 -0.1476
H -0.506 4.691 3.128 -0.0126 0.0054 -0.0174
C -2.271 -1.970 6.067 -0.0128 -0.0175 -0.0095
H 0.175 -3.787 1.964 0.0020 -0.0037 -0.0337
C -3.947 -1.809 -1.136 0.0428 -0.0291 -0.0496
H 1.169 3.716 -3.700 0.0046 -0.0080 0.0105
N -3.475 3.044 -3.056 0.0258 -0.1084 -0.0208
C 1.567 3.834 1.515 -0.0064 0.0190 -0.0524
H 9.798 -0.892 0.070 -0.0148 0.0005 0.0015
C 1.502 -3.038 -0.444 -0.0899 0.0164 -0.0029
C 3.128 -0.012 4.357 0.0039 -0.0432 -0.0309
H -5.346 -0.769 0.133 0.0047 0.0018 -0.0005
C -0.337 -1.119 -3.965 -0.0114 -0.0268 0.0061
C 7.238 0.481 1.465 -0.0197 0.0299 0.0237
H 0.870 -0.824 -6.355 -0.0171 0.0508 0.0200
H -0.349 -1.301 -2.884 -0.0434 -0.0037 -0.0437
C -3.440 -4.334 3.382 0.0242 0.0243 -0.0362
H 4.311 1.656 -2.112 -0.0089 0.0420 0.0025
C 2.583 2.270 3.989 -0.0562 0.0060 -0.0258
H -0.632 4.994 -0.371 0.0214 -0.0092 0.0342
C -3.389 -0.583 -1.859 0.0634 0.0321 0.0168
H 5.519 1.713 1.886 -0.0011 -0.0254 -0.0265
C -1.296 -5.180 -1.438 0.0243 0.0369 0.0193
C 2.074 -1.905 3.145 -0.0035 0.0416 0.0146
H 2.637 -2.771 5.064 -0.0178 0.0259 -0.0107
H -3.784 -4.288 5.488 0.0132 0.0105 -0.0161
H 2.768 3.324 4.169 0.0062 -0.0197 0.0077
C 1.228 2.771 -4.243 -0.0702 0.0159 -0.0698
H 2.307 -1.451 -4.475 0.0062 0.0355 0.0134
C 3.366 1.326 4.627 -0.0044 -0.0079 -0.0084
H -4.133 0.213 -1.934 -0.0004 -0.0399 -0.0168
H -2.864 1.667 -7.363 -0.0243 0.0105 0.0048
C 2.129 -0.422 3.482 0.1071 -0.0421 0.0180
P 0.292 1.477 -3.310 0.0862 0.2139 -0.2628
H 7.835 0.915 2.259 -0.0118 -0.0101 -0.0154
H -4.038 1.194 -0.079 0.0062 0.0008 0.0060
H 2.524 -3.274 -0.139 -0.0378 -0.0043 -0.0404
C -2.626 3.991 1.298 0.0003 0.0358 0.0753
H 1.024 4.726 1.193 -0.0288 -0.0073 -0.0123
H 2.184 -0.681 -2.883 -0.0171 -0.0119 -0.0290
H 2.282 2.500 -4.343 -0.0233 -0.0187 0.0166
K 0.390 0.108 -0.508 -0.7400 0.4198 -0.8278
H 2.823 2.505 -1.590 0.0315 -0.0192 0.0108
H -1.306 -0.337 7.017 0.0009 0.0002 -0.0017
H 0.908 4.434 4.145 -0.0230 -0.0191 -0.0121
H 1.451 0.834 -6.196 -0.0329 -0.0154 0.0098
H -4.340 -4.082 -2.341 0.0107 -0.0166 -0.0073
C -1.488 -0.844 6.077 0.0472 0.0380 -0.0746
H -0.290 0.529 -6.223 -0.0473 -0.0081 0.0055
C -2.552 -5.207 -2.012 -0.0078 0.0017 0.0045
C -4.395 3.890 -0.412 -0.0133 0.0408 -0.0178
H 1.193 -2.151 0.100 0.1110 -0.0957 0.1062
C 3.804 2.140 -1.276 0.0888 0.0523 -0.1052
H -6.618 3.482 -6.314 0.0193 -0.0037 0.0124
C 5.945 0.943 1.251 0.0347 -0.0063 0.0412
H -4.925 3.303 -1.153 -0.0032 -0.0472 -0.0119
C -3.528 2.127 -6.638 0.0225 -0.0090 -0.0314
H 4.234 -2.183 3.127 0.0050 -0.0010 -0.0099
C 0.664 0.144 -5.878 0.0851 0.0154 -0.0074
H -0.036 -5.473 1.514 0.0039 0.0169 -0.0128
H 4.152 1.625 5.310 -0.0068 -0.0121 -0.0060
H 1.632 -3.819 4.062 0.0118 0.0219 0.0031
H -1.751 3.527 1.747 0.0575 -0.0005 0.0171
H 9.155 -2.136 1.135 -0.0113 0.0122 -0.0055
H 9.620 -0.567 1.795 -0.0148 -0.0013 -0.0111
C -4.537 -1.496 0.238 0.0164 0.0337 0.0335
C -2.523 -2.639 4.837 -0.0213 -0.0368 0.0392
P -1.675 2.843 -1.006 -0.0002 0.2153 -0.0955
C 1.792 -2.781 4.368 -0.0077 -0.0285 0.0416
C -2.840 -3.741 2.236 -0.0568 -0.0408 0.0487
H -3.803 -1.080 0.925 0.0361 0.0213 -0.0037
H -0.318 4.547 -2.052 0.0041 -0.0038 0.0088
C 3.377 -2.346 2.469 0.0165 -0.0233 0.0183
H -3.089 -0.843 -2.875 0.0006 -0.0094 -0.0063
H 0.794 2.914 -5.234 0.0049 0.0009 -0.0019
H 0.905 -2.446 4.909 0.0130 -0.0035 -0.0266
C -0.641 -0.719 2.319 -0.2157 -0.2229 0.2435
H 2.508 4.160 1.969 -0.0242 -0.0006 0.0018
H -4.350 1.962 1.475 0.0263 -0.0062 -0.0150
C -2.264 2.557 -2.743 -0.0481 -0.0141 0.0048
C -0.840 -4.083 -0.709 -0.0208 -0.0311 0.0167
C 0.677 -0.044 -4.360 -0.0137 -0.0350 0.0445
H -5.144 2.429 -8.014 0.0052 0.0020 0.0217
C -1.079 4.575 -1.271 -0.0493 0.0130 -0.1092
H -0.083 -2.071 -4.446 -0.0082 0.0293 -0.0042
C 7.766 -0.550 0.697 0.0261 -0.0057 0.0063
H -0.479 3.350 4.283 0.0158 0.0075 -0.0398
H 3.342 -3.411 2.222 -0.0095 0.0390 0.0229
```
Positions in Å, forces in eV/Å.

Computed properties:
* LUMO energy (spin up / spin down): 0.0644 / 0.0645 hartree
* energy relative to the best compared isomer or geometry (same formula, charge and spin): 0.000 eV
* E: -119309.518 eV
* charge: -1
* highest occupied orbital energy (spin up / spin down): -0.1277 / -0.0845 hartree
* largest force on an atom: 1.2 eV/A